Entry 1:
DFT (ωB97M-V/def2-TZVPD) results for a molecular structure, C3H3LiO2Sm at a distorted geometry.

Each line ends with the Mulliken charge.
Positions of all 10 atoms, in Å:
O 0.560 -0.003 -0.803  -0.635
C 0.628 0.217 0.435  0.052
C 1.352 -0.719 1.326  -0.858
H 1.824 -0.117 2.117  0.296
H 0.605 -1.329 1.859  0.262
H 2.049 -1.362 0.767  0.253
O -3.204 1.358 -1.368  -0.126
C -4.038 1.013 -2.057  0.146
Sm -1.211 1.974 0.129  1.671
Li 1.435 -1.032 -2.405  0.940

Values from the calculation:
2S+1: 7
Molar mass (g/mol): 228.4
Expectation value of S²: 12.0088
Relative energy (zero: lowest compared OMol25 entry of this formula, charge and spin) (kcal/mol): 0.00
Total charge: +2



Entry 2:
DFT (ωB97M-V/def2-TZVPD) results for a molecular structure, C3H3LiO2Tl at a distorted geometry.

Each line ends with the Mulliken charge.
Positions of all 10 atoms, in Å:
O 0.455 -1.135 -0.441  -0.801
C 0.696 0.016 -1.230  -0.106
C 1.071 1.157 -0.308  -0.900
O -2.247 1.200 0.199  -0.076
C -2.541 0.085 0.245  0.033
Li -1.107 -1.828 -0.049  0.862
Tl 1.906 -0.409 1.083  0.239
H -0.184 0.350 -1.837  0.197
H 1.330 -0.227 -2.114  0.252
H 1.099 2.107 -0.872  0.300

Values from the calculation:
2S+1: 2
Molar mass (g/mol): 282.4
Expectation value of S²: 0.7586
Relative energy (zero: lowest compared OMol25 entry of this formula, charge and spin) (kcal/mol): 30.74



Entry 3:
DFT (ωB97M-V/def2-TZVPD) results for a molecular structure, C3H3LiO3Rb at a distorted geometry.

Each line ends with the Mulliken charge.
Positions of all 11 atoms, in Å:
O -1.676 0.778 1.081  -0.660
C -1.526 1.313 -0.021  0.939
O -0.335 1.413 -0.634  -0.577
Li -1.386 2.504 -2.137  0.887
O -2.481 1.677 -0.781  -0.881
Rb -4.789 1.581 1.671  0.967
C 2.387 -2.596 0.434  -0.420
H 1.445 -2.833 0.901  0.379
H 0.330 0.758 -0.290  0.318
C 3.505 -2.309 0.061  -0.305
H 4.525 -2.284 -0.286  0.352

Values from the calculation:
2S+1: 1
Molar mass (g/mol): 179.5
Relative energy (zero: lowest compared OMol25 entry of this formula, charge and spin) (kcal/mol): 0.00
Total charge: +1



Entry 4:
DFT (ωB97M-V/def2-TZVPD) results for a molecular structure, C3H3LiO4Sn at a distorted geometry.

Each line ends with the Mulliken charge.
Positions of all 12 atoms, in Å:
O 0.749 0.530 -0.661  -0.682
C 0.124 1.508 -0.192  0.077
C -1.332 1.233 0.115  -0.246
H -1.934 1.856 -0.568  0.310
H -1.536 1.582 1.142  0.304
C 2.365 -2.904 0.203  0.710
O 1.251 -2.651 -0.033  -0.475
O 3.491 -2.946 0.460  -0.289
Li -0.118 -1.164 -0.496  0.894
Sn 1.168 3.418 -0.049  -0.349
O -1.647 -0.148 -0.029  -0.510
H -2.582 -0.314 0.107  0.255

Values from the calculation:
2S+1: 1
Molar mass (g/mol): 228.7
Relative energy (zero: lowest compared OMol25 entry of this formula, charge and spin) (kcal/mol): 0.00



Entry 5:
DFT (ωB97M-V/def2-TZVPD) results for a molecular structure, C3H3LiO4Tl at a distorted geometry.

Each line ends with the Mulliken charge.
Positions of all 12 atoms, in Å:
H -1.823 -1.042 0.697  0.257
C -1.941 -0.321 -0.315  0.126
C -0.509 -0.585 -0.222  -0.186
O 0.209 0.331 0.360  -0.213
C 1.635 0.207 0.446  0.857
O 2.110 -0.906 0.677  -0.436
O 2.236 1.267 0.267  -0.450
O -2.364 0.909 -0.279  -0.824
Tl 4.016 0.119 0.624  1.096
H -2.327 -1.023 -1.097  0.399
H -0.004 -1.284 -0.900  0.467
Li -1.238 2.330 -0.258  0.908

Values from the calculation:
2S+1: 2
Molar mass (g/mol): 314.4
Expectation value of S²: 0.7547
Relative energy (zero: lowest compared OMol25 entry of this formula, charge and spin) (kcal/mol): 0.00
Total charge: +2



Entry 6:
DFT (ωB97M-V/def2-TZVPD) results for a molecular structure, C3H3MgO3Tl at a distorted geometry.

Each line ends with the Mulliken charge.
Positions of all 11 atoms, in Å:
O 0.276 -0.940 -0.966  -0.318
Tl 1.692 -1.528 2.050  0.889
C 0.371 0.008 -1.941  0.005
C 0.096 -0.294 0.381  0.195
O 0.627 1.143 -1.399  -0.109
C 0.448 1.132 0.066  -0.433
H 1.400 1.479 0.482  0.289
H -0.328 1.855 0.339  0.300
H -1.600 -0.615 1.432  0.307
Mg -1.625 -1.786 -0.958  1.361
O -1.358 -0.456 0.512  -0.487

Values from the calculation:
2S+1: 1
Molar mass (g/mol): 315.7
Relative energy (zero: lowest compared OMol25 entry of this formula, charge and spin) (kcal/mol): 89.24
Total charge: +2